Entry 1:
{"formula": "C4H6O", "method": "ωB97M-V/def2-TZVPD", "elements": ["C", "C", "C", "O", "C", "H", "H", "H", "H", "H", "H"], "xyz": [[-1.1645, -0.5052, -0.0891], [0.0217, -0.1091, 0.7355], [1.3040, -0.1617, -0.1175], [0.7527, 0.7163, -1.1187], [-0.4410, 0.7889, -0.3754], [-2.1443, -0.2358, 0.2981], [-1.1726, -1.4611, -0.6094], [0.0284, 0.0026, 1.8128], [1.6384, -1.0924, -0.5903], [2.1385, 0.3156, 0.4071], [-0.9613, 1.7418, -0.3530]], "forces_ev_per_a": [[-0.08, 0.01, -0.12], [0.19, 0.03, 0.30], [0.20, -0.25, 0.18], [-0.05, -0.10, -0.19], [-0.42, 0.26, -0.04], [0.18, -0.25, 0.39], [0.21, 0.44, -0.50], [-0.03, 0.11, -0.15], [-0.15, -0.07, 0.34], [-0.08, -0.04, -0.16], [0.03, -0.15, -0.03]], "mulliken_charge": [-0.662, -0.169, -0.326, -0.415, -0.051, 0.248, 0.233, 0.336, 0.221, 0.237, 0.349], "homo_ev": -9.287, "gap_ev": 10.45, "max_force_ha_per_bohr": 0.01363, "relative_energy_kcal_mol": 41.97, "total_charge": 0, "e_lumo_ev": 1.17}



Entry 2:
{"formula": "C5H8O2", "method": "ωB97M-V/def2-TZVPD", "elements": ["C", "C", "C", "C", "O", "C", "O", "H", "H", "H", "H", "H", "H", "H", "H"], "xyz": [[-0.2111, -1.0462, -1.1547], [0.3814, -0.2096, -0.0310], [0.1217, 1.2739, -0.0156], [1.4934, 0.7462, -0.3614], [0.5055, -0.9045, 1.1964], [-1.8215, -0.4418, 1.9960], [-2.8143, -0.0754, 1.6018], [-1.2391, -1.3357, -0.9116], [0.3717, -1.9607, -1.3116], [-0.2343, -0.4927, -2.1018], [-0.4814, 1.7095, -0.8083], [0.0086, 1.7561, 0.9521], [1.8355, 0.8217, -1.3915], [2.2693, 0.8611, 0.3887], [-0.1117, -0.6857, 1.9487]], "forces_ev_per_a": [[-0.02, 0.02, 0.20], [-0.14, 0.02, 0.21], [-0.16, 0.11, 0.14], [0.12, -0.11, 0.04], [0.60, -0.19, 0.34], [-2.07, 0.61, 0.39], [0.73, -0.33, 0.09], [0.10, 0.00, -0.03], [-0.05, 0.16, 0.11], [0.06, -0.02, 0.26], [0.06, -0.13, 0.13], [0.04, -0.07, -0.15], [-0.13, -0.06, 0.19], [-0.13, -0.04, -0.09], [0.98, 0.03, -1.82]], "mulliken_charge": [-1.190, 1.009, -0.803, -0.710, -0.568, 0.048, -0.123, 0.259, 0.307, 0.322, 0.244, 0.280, 0.236, 0.270, 0.417], "homo_ev": -9.559, "gap_ev": 10.44, "max_force_ha_per_bohr": 0.04264, "relative_energy_kcal_mol": 43.74, "total_charge": 0, "e_lumo_ev": 0.88}



Entry 3:
{"formula": "C4H9InO4", "method": "ωB97M-V/def2-TZVPD", "elements": ["In", "C", "O", "H", "H", "H", "C", "O", "C", "O", "O", "C", "H", "H", "H", "H", "H", "H"], "xyz": [[1.0207, 1.4066, 2.9144], [0.2624, 3.3238, -0.9289], [0.4358, 2.6698, 0.1840], [-0.8290, 3.4404, -1.1444], [0.6288, 4.3906, -0.7658], [0.8223, 2.9270, -1.7888], [-2.4911, -1.5523, 0.7759], [-1.2868, -2.0564, 0.2093], [-0.1470, -1.4735, 0.3098], [0.1322, -0.4659, 0.9500], [0.7371, -2.1899, -0.3763], [2.0005, -1.6764, -0.6818], [-2.3162, -0.7863, 1.5400], [-3.0322, -2.3390, 1.2883], [-3.0676, -1.0328, 0.0143], [2.0842, -1.5229, -1.7698], [2.8376, -2.3538, -0.5021], [2.2085, -0.7088, -0.2280]], "forces_ev_per_a": [[-0.05, -0.44, 0.15], [-0.16, -3.12, -0.38], [0.01, 0.97, -0.88], [-0.27, 1.05, 0.45], [-0.25, 0.73, 0.34], [0.57, 0.31, 0.14], [-0.39, 1.42, 1.03], [-0.43, -0.51, -0.23], [0.37, -0.75, -0.38], [0.24, 1.10, 0.42], [-0.22, -0.08, 0.28], [1.38, 0.94, -1.01], [0.45, -0.18, -0.06], [0.04, -0.35, -0.50], [-0.11, -0.53, -0.26], [-0.45, -0.05, 0.05], [-0.52, -0.39, 0.57], [-0.20, -0.12, 0.26]], "mulliken_charge": [1.005, -0.273, -0.006, 0.338, 0.416, 0.298, -0.644, -0.283, 0.798, -0.518, -0.241, -0.589, 0.282, 0.286, 0.301, 0.290, 0.282, 0.258], "homo_ev": -17.665, "gap_ev": 3.07, "max_force_ha_per_bohr": 0.06111, "relative_energy_kcal_mol": 14.45, "total_charge": 2, "e_lumo_ev": -14.59}



Entry 4:
{"formula": "C5H6O4Tb", "method": "ωB97M-V/def2-TZVPD", "elements": ["C", "C", "O", "C", "O", "O", "Tb", "H", "H", "H", "H", "H", "C", "C", "O", "H"], "xyz": [[0.4760, 1.1204, 1.3236], [-0.2175, 1.1247, 0.1033], [0.3569, 0.2255, -0.8587], [0.2604, 0.4750, -2.1781], [-0.0884, 1.4617, -2.7225], [0.8065, -0.6386, -2.7241], [1.1349, -2.1596, -1.1654], [0.1039, 1.8585, 2.0355], [1.4632, 0.6744, 1.4517], [-0.5055, 2.0679, -0.3586], [-1.5023, 0.1899, 1.1506], [0.9054, -0.6236, -3.6890], [-1.0197, -0.7085, 2.1463], [-0.4974, -1.8049, 1.6675], [0.0914, -2.4809, 0.8812], [-1.7678, -0.7820, 2.9368]], "forces_ev_per_a": [[-0.97, 0.52, -0.03], [3.40, 0.02, -1.39], [-1.10, 0.02, 2.94], [-0.42, 3.25, -2.56], [0.14, -1.42, 0.92], [-0.04, -0.03, -1.06], [1.26, -2.47, 0.34], [0.26, -0.15, 0.25], [-0.30, -0.29, 0.22], [-1.15, 0.02, 0.09], [1.00, -3.14, 2.57], [-0.12, 0.49, -0.68], [-2.61, 2.02, -1.39], [1.44, 0.03, -3.52], [-1.18, 0.44, 2.66], [0.40, 0.68, 0.65]], "mulliken_spin": [0.094, 0.492, 0.143, 0.205, 0.006, -0.129, 4.759, -0.001, 0.010, -0.002, -0.012, 0.016, 0.258, 0.149, 0.012, -0.001], "s2": 13.021, "homo_ev": [-23.081, -21.324], "gap_ev": [9.04, 5.11], "max_force_ha_per_bohr": 0.08125, "relative_energy_kcal_mol": 91.73, "total_charge": 3, "e_lumo_ev": [-14.04, -16.22], "spin_multiplicity": 7}



Entry 5:
{"formula": "C53H44IrN7OP2S2", "method": "ωB97M-V/def2-TZVPD", "elements": ["Ir", "C", "S", "C", "S", "N", "N", "C", "C", "C", "C", "C", "C", "N", "H", "H", "H", "H", "H", "H", "H", "H", "C", "O", "C", "C", "C", "C", "C", "C", "C", "N", "C", "C", "N", "C", "C", "C", "C", "N", "C", "C", "N", "C", "C", "C", "C", "H", "H", "H", "H", "H", "H", "H", "H", "H", "H", "H", "H", "H", "H", "C", "P", "C", "C", "C", "C", "C", "C", "C", "C", "C", "C", "C", "C", "P", "C", "C", "C", "C", "C", "C", "C", "C", "C", "C", "C", "C", "H", "H", "H", "H", "H", "H", "H", "H", "H", "H", "H", "H", "H", "H", "H", "H", "H", "H", "H", "H", "H", "H"], "xyz": [[1.4875, -1.4426, 0.2780], [4.9898, -3.3753, 4.3538], [3.4143, -2.5138, 4.5063], [2.8365, -2.5638, 2.8807], [1.1754, -1.9797, 2.6615], [3.5375, -3.0104, 1.8888], [2.7646, -2.9726, 0.7593], [2.6813, -4.0454, 0.0574], [1.5540, -4.0928, -0.8338], [1.2878, -5.1385, -1.7021], [0.1107, -5.1243, -2.4297], [-0.7801, -4.0781, -2.2513], [-0.4631, -3.0609, -1.3709], [0.6784, -3.0617, -0.6789], [5.3693, -3.4721, 5.3686], [5.6874, -2.7990, 3.7526], [4.8399, -4.3603, 3.9204], [3.2929, -4.9123, 0.2738], [1.9971, -5.9486, -1.7979], [-0.1115, -5.9256, -3.1210], [-1.7166, -4.0335, -2.7880], [-1.1272, -2.2221, -1.2132], [-4.0033, 1.1123, -11.8950], [-4.5728, 1.3440, -10.6148], [-3.8284, 1.0892, -9.5283], [-4.4391, 1.3583, -8.2993], [-3.7589, 1.1303, -7.1254], [-2.4539, 0.6276, -7.1380], [-1.8556, 0.3627, -8.3664], [-2.5275, 0.5876, -9.5542], [-1.7052, 0.3769, -5.9101], [-0.4970, -0.1169, -5.8412], [-0.1973, -0.1758, -4.5012], [-1.2659, 0.2946, -3.7358], [-2.2144, 0.6439, -4.6533], [-1.2497, 0.3604, -2.3125], [-2.3434, 0.6595, -1.3942], [-2.1078, 0.8584, -0.0877], [-0.6650, 0.9646, 0.3260], [0.1307, -0.0380, -0.3743], [-0.0782, -0.0726, -1.7228], [0.9953, -0.6137, -2.4728], [2.0323, -1.1069, -1.7359], [3.0869, -1.6033, -2.3581], [3.1692, -1.6363, -3.7545], [2.1181, -1.1827, -4.5178], [0.9801, -0.6546, -3.8795], [-4.7628, 1.4040, -12.6135], [-3.7591, 0.0566, -12.0328], [-3.1100, 1.7231, -12.0424], [-5.4481, 1.7468, -8.2991], [-4.2669, 1.3510, -6.1940], [-0.8460, -0.0240, -8.3837], [-2.0336, 0.3722, -10.4905], [-3.1205, 1.0325, -4.4620], [-3.3602, 0.6760, -1.7680], [-2.9109, 1.0506, 0.6124], [-0.3305, 1.9682, 0.0142], [3.8913, -1.9800, -1.7382], [4.0617, -2.0375, -4.2127], [2.1466, -1.2243, -5.5987], [-0.1381, 2.0758, 3.1953], [-0.0150, 0.6876, 2.0444], [-1.3450, -0.5010, 2.5446], [-1.7140, -1.6045, 1.7786], [-2.8492, -2.3267, 2.0964], [-3.6263, -1.9683, 3.1894], [-3.2514, -0.8862, 3.9659], [-2.1101, -0.1585, 3.6558], [1.7572, 1.0171, 1.3705], [2.9162, 0.2278, 1.3931], [4.0738, 0.6187, 0.6918], [4.1053, 1.7963, -0.0070], [2.9834, 2.6286, 0.0417], [1.8383, 2.2533, 0.7071], [1.0290, 1.8275, 4.6566], [-0.1019, 1.0431, 5.8576], [-1.1857, 1.7173, 6.4237], [-2.0566, 1.0487, 7.2673], [-1.8531, -0.2958, 7.5571], [-0.7721, -0.9687, 7.0111], [0.1037, -0.2989, 6.1669], [1.1080, 3.5338, 5.3001], [0.8277, 4.6882, 4.5760], [1.0028, 5.9402, 5.1506], [1.4633, 6.0534, 6.4517], [1.7542, 4.9075, 7.1806], [1.5822, 3.6589, 6.6092], [-1.1585, 2.3462, 3.4611], [0.2943, 2.9108, 2.6451], [-1.1268, -1.9007, 0.9297], [-3.1258, -3.1779, 1.4880], [-4.5110, -2.5386, 3.4382], [-3.8309, -0.6007, 4.8333], [-1.8365, 0.6526, 4.3146], [3.0433, -0.5667, 2.1017], [4.9498, -0.0141, 0.7567], [4.9938, 2.1069, -0.5389], [3.0103, 3.5958, -0.4432], [1.0191, 2.9558, 0.7162], [-1.3396, 2.7692, 6.2132], [-2.8900, 1.5775, 7.7111], [-2.5322, -0.8121, 8.2229], [-0.6034, -2.0108, 7.2490], [0.9530, -0.8221, 5.7467], [0.4625, 4.6457, 3.5580], [0.7728, 6.8280, 4.5765], [1.5952, 7.0293, 6.8986], [2.1169, 4.9867, 8.1966], [1.8112, 2.7729, 7.1904]], "forces_ev_per_a": [[0.86, -0.35, 0.09], [0.02, -0.01, -0.02], [-0.05, -0.02, -0.18], [-0.16, 0.06, 0.08], [-0.08, -0.16, -0.25], [0.34, 0.05, 0.50], [0.03, -0.19, -0.84], [0.22, 0.20, 0.45], [-0.55, 0.03, -0.47], [0.06, 0.06, 0.11], [-0.10, 0.01, -0.05], [-0.03, -0.08, -0.03], [-0.08, 0.00, 0.14], [0.01, 0.12, 0.09], [0.00, 0.01, 0.00], [-0.01, 0.00, 0.00], [-0.01, 0.00, 0.01], [0.05, 0.01, 0.03], [0.03, 0.01, 0.01], [-0.01, 0.00, 0.00], [0.00, -0.02, -0.01], [0.02, 0.01, 0.00], [0.03, 0.00, -0.07], [-0.07, 0.03, -0.02], [0.03, -0.02, 0.13], [0.01, 0.00, 0.00], [0.03, -0.02, -0.02], [-0.03, 0.01, -0.03], [0.01, 0.00, 0.09], [-0.01, 0.00, -0.09], [-0.10, 0.04, 0.00], [0.18, -0.06, 0.10], [-0.22, 0.07, -0.09], [0.12, 0.00, 0.22], [-0.09, -0.02, -0.08], [-0.05, 0.01, -0.15], [-0.07, 0.11, 0.00], [-0.05, 0.00, 0.01], [0.31, 0.13, -0.23], [-0.56, -0.38, 0.04], [0.26, 0.17, 0.26], [0.17, -0.02, -0.19], [-0.13, 0.03, 0.08], [0.09, 0.08, 0.07], [-0.03, 0.02, -0.10], [0.01, -0.01, 0.06], [0.11, -0.06, 0.13], [0.01, -0.01, 0.00], [0.00, 0.01, 0.01], [-0.01, -0.01, 0.00], [0.00, 0.00, 0.00], [-0.01, 0.01, 0.00], [0.01, 0.00, 0.00], [-0.01, 0.01, 0.01], [0.00, 0.03, 0.01], [-0.01, -0.02, 0.01], [-0.01, -0.11, 0.02], [-0.13, -0.15, 0.00], [-0.02, -0.02, 0.00], [0.00, 0.01, -0.02], [0.00, 0.00, -0.01], [0.14, 0.09, -0.16], [-1.01, 1.03, -0.78], [0.68, -0.18, 0.48], [-0.08, 0.01, -0.10], [0.01, -0.01, -0.01], [0.01, 0.02, 0.03], [-0.02, -0.02, -0.01], [0.06, 0.09, 0.14], [0.04, -0.48, 0.53], [-0.32, -0.23, 0.03], [-0.01, -0.03, -0.07], [-0.02, 0.00, 0.00], [0.08, -0.01, -0.03], [0.03, 0.12, 0.07], [0.00, -0.10, -0.03], [0.06, -0.01, 0.05], [0.06, 0.00, 0.03], [-0.05, 0.06, 0.01], [-0.01, -0.05, 0.01], [-0.01, -0.03, 0.02], [0.01, 0.08, 0.00], [0.02, 0.04, 0.03], [0.00, -0.03, 0.01], [0.00, 0.05, 0.02], [-0.01, 0.00, 0.00], [0.00, -0.01, 0.01], [0.00, 0.02, -0.04], [-0.01, -0.06, -0.01], [-0.02, 0.03, 0.01], [0.05, 0.01, -0.07], [0.00, 0.00, 0.00], [-0.01, 0.00, 0.00], [-0.01, 0.00, 0.00], [-0.08, -0.12, -0.15], [-0.04, 0.11, 0.22], [0.00, -0.01, 0.00], [0.00, 0.00, 0.00], [0.00, 0.00, -0.01], [0.06, 0.00, 0.00], [0.00, 0.02, 0.00], [0.00, 0.00, 0.00], [0.00, 0.00, 0.00], [0.00, 0.00, 0.00], [0.05, -0.02, -0.04], [-0.01, -0.01, 0.00], [0.00, 0.00, 0.01], [0.00, 0.00, 0.00], [0.00, 0.00, 0.00], [0.00, -0.01, 0.00]], "mulliken_charge": [0.667, -0.918, 0.158, 0.028, -0.154, -1.325, 0.833, -0.426, 0.928, -1.201, -0.477, -1.202, 0.549, 0.390, 0.387, 0.284, 0.308, 0.535, 0.534, 0.478, 0.508, 0.208, -0.846, -0.455, 0.929, -0.839, -0.400, 0.316, -0.751, -0.505, 0.222, -0.848, 0.734, -0.357, -0.053, 0.775, -1.215, -1.178, -0.321, 0.770, -1.184, 0.457, 0.083, -0.191, -1.252, -0.693, 0.573, 0.245, 0.346, 0.350, 0.431, 0.246, 0.459, 0.411, 0.225, 0.448, 0.639, 0.692, 0.570, 0.482, 0.627, -1.710, 1.228, 0.994, 1.077, -1.037, -1.045, -0.845, -1.306, 1.613, -0.280, -0.798, -0.895, -1.017, -1.571, 0.346, -0.051, -0.070, -0.689, -0.482, -0.712, -0.274, 0.668, -0.307, -0.786, -0.502, -0.695, -0.536, 1.347, 0.604, -0.093, 0.560, 0.430, 0.516, 0.075, 1.214, 0.542, 0.499, 0.510, 0.250, 0.476, 0.430, 0.449, 0.448, 0.504, 0.269, 0.415, 0.395, 0.419, 0.389], "homo_ev": -11.092, "gap_ev": 5.02, "max_force_ha_per_bohr": 0.03200, "relative_energy_kcal_mol": 126.99, "total_charge": 2, "e_lumo_ev": -6.07}